(1)
Here is a cluster of 5 separate species, C34H29N2O21 in total at a distorted geometry from the Open Molecules 2025 dataset. Energies are from wB97M-V/def2-TZVPD.

```
86
Properties=species:S:1:pos:R:3:forces:R:3
C -5.431207 -0.965915 4.794726 1.3 1.1 0.4
C -3.908956 -0.503908 5.307799 -0.9 -0.7 -0.5
C -2.812290 -1.554517 4.668534 0.7 1.1 0.0
C -1.717583 -0.643705 3.838936 -0.5 -3.1 -0.8
O -1.178907 0.502588 4.638713 0.5 3.0 -4.2
C -0.637404 1.410730 3.594092 3.1 -3.5 -4.6
O 0.061636 0.906404 2.539306 -4.7 3.9 7.1
C -0.819804 3.054063 3.593610 0.4 3.1 1.3
C 0.346561 3.895406 4.444977 -4.2 2.6 -2.9
C 0.225721 5.539838 4.427539 -1.3 -3.1 -0.8
N -0.914688 6.279016 3.706584 -0.1 -6.1 -0.2
O -1.003015 7.645830 3.742160 1.6 -0.4 -1.2
C -2.028052 5.538820 2.946740 2.1 -2.6 0.9
C -2.013187 3.885943 2.836928 2.6 1.3 2.2
O -3.081620 3.195740 2.097689 0.9 4.6 3.4
N -2.571777 2.370990 1.165585 0.7 -1.4 -6.1
O -2.993537 2.615171 0.046790 1.0 -0.7 4.5
H -5.609412 -2.089721 5.077579 0.1 2.3 -0.7
H -6.173774 -0.216147 5.323644 1.2 -1.8 -1.2
H -5.421038 -0.772919 3.619980 -0.3 -0.7 2.6
H -3.776982 0.605853 4.888158 0.0 -2.4 1.0
H -3.812081 -0.507486 6.481182 -0.3 0.1 -2.4
H -3.298855 -2.285944 3.860763 1.0 1.7 1.7
H -2.267075 -2.227185 5.479435 -1.2 1.6 -1.7
H -0.803113 -1.338766 3.553691 -1.9 1.6 0.4
H -2.267344 -0.249770 2.880346 1.3 -0.6 1.9
H 1.189689 3.312622 5.012131 -1.8 1.4 -1.2
H 1.066444 6.135436 5.012389 -2.3 -0.9 -1.5
H -0.302689 7.927681 3.066856 -1.3 -0.1 1.1
H -2.884015 6.189332 2.449980 2.1 -1.4 1.3
C 1.150315 2.055017 -1.631693 -0.1 -0.2 -0.1
C 1.283201 3.363801 -1.407757 0.3 -0.1 1.5
C 1.135074 4.355939 -2.508373 0.0 0.8 -0.7
O 1.243927 5.553260 -2.268402 0.0 -0.8 0.3
C 0.864240 3.847938 -3.862323 0.1 0.4 0.4
C 0.734830 2.538905 -4.086664 -0.4 -0.3 -2.1
C 0.855587 1.549206 -2.981201 0.0 -1.1 0.3
O 0.713402 0.353722 -3.215210 0.1 1.2 0.0
O 0.482968 2.054453 -5.357123 0.4 0.0 2.2
O 1.562832 3.846514 -0.142484 -0.4 0.3 -1.5
H 1.253242 1.323022 -0.840548 0.0 0.0 0.0
H 0.776616 4.578583 -4.656185 0.0 0.0 0.1
H 0.430912 1.078700 -5.258646 0.0 0.3 -0.2
H 1.608879 4.822557 -0.239941 0.0 -0.4 -0.1
C -0.039795 -2.443291 -4.482957 0.4 -0.1 -0.1
C -1.364411 -2.454093 -4.321725 -0.3 1.7 0.3
C -2.147192 -3.715912 -4.434419 -0.8 -0.7 0.0
O -3.360907 -3.697668 -4.262437 0.8 0.3 -0.1
C -1.418486 -4.952422 -4.757886 -0.3 0.2 0.1
C -0.094322 -4.940788 -4.922495 0.5 -1.9 -0.4
C 0.691335 -3.684092 -4.782524 0.7 0.7 0.1
O 1.909644 -3.708298 -4.921442 -0.8 -0.3 0.0
O 0.596485 -6.098740 -5.229298 -0.2 2.0 0.4
O -2.058816 -1.291336 -4.042581 0.2 -1.8 -0.3
H 0.541863 -1.533691 -4.401589 -0.1 -0.1 0.0
H -2.001767 -5.859167 -4.854504 0.0 0.1 0.0
H 1.538861 -5.830412 -5.295845 -0.4 -0.1 0.0
H -3.000317 -1.560780 -3.970099 0.4 0.1 -0.1
C 2.000649 -2.404872 -8.279538 -0.1 0.4 0.2
C 2.640263 -3.014637 -9.279439 -0.6 -1.9 0.1
C 3.561513 -2.266368 -10.178897 0.8 0.2 -0.9
O 4.149807 -2.857668 -11.077388 -0.6 0.2 0.8
C 3.726002 -0.822343 -9.950129 0.1 -0.3 -0.2
C 3.083618 -0.212113 -8.952329 0.5 1.8 -0.2
C 2.184158 -0.965760 -8.036294 -0.6 -0.4 0.7
O 1.621708 -0.380722 -7.116763 0.4 0.0 -0.5
O 3.231531 1.145224 -8.733344 -0.7 -1.8 0.4
O 2.470733 -4.366484 -9.515852 0.7 1.9 -0.3
H 1.329892 -2.937042 -7.616817 0.1 0.0 0.0
H 4.384586 -0.287162 -10.622131 0.0 0.0 0.0
H 2.667364 1.346903 -7.955179 0.2 -0.1 -0.3
H 3.039546 -4.569229 -10.290207 -0.2 0.1 0.3
C 1.989018 -0.410711 8.317865 0.1 -0.1 0.2
C 1.270701 -0.770417 7.252335 0.1 1.5 -0.9
C 0.708093 -2.143447 7.126269 -0.4 -0.9 -0.1
O 0.036089 -2.439008 6.144400 0.4 0.5 0.4
C 0.991578 -3.105871 8.202362 -0.2 0.2 -0.5
C 1.712825 -2.746976 9.266148 0.1 -1.7 1.2
C 2.251820 -1.366268 9.404938 0.6 0.8 0.6
O 2.895744 -1.060837 10.403053 -0.6 -0.5 -0.8
O 1.985311 -3.647206 10.279820 0.0 1.9 -1.1
O 1.021768 0.121478 6.225360 0.1 -1.6 0.9
H 2.402030 0.584574 8.423444 0.0 -0.1 0.0
H 0.591760 -4.105462 8.089662 0.0 0.1 0.0
H 2.520716 -3.148336 10.934778 -0.2 -0.2 -0.2
H 0.481332 -0.375644 5.573381 0.1 0.3 0.3
```
Positions in Å, forces in eV/Å.

Net charge = +1
HOMO level = -0.40350 Ha
Gap between HOMO and LUMO = 5.03 eV
LUMO level = -5.948 eV

***

(2)
Here is a structure of composition C22H48N4O24S5 at a distorted geometry from the Open Molecules 2025 dataset. Energies are from wB97M-V/def2-TZVPD.

```
103
Properties=species:S:1:pos:R:3:forces:R:3
C -0.929742 16.634575 -16.208006 0.2 -0.1 -0.7
C -0.889754 17.921655 -17.095819 -0.3 -0.4 0.4
O -1.303201 18.952582 -16.196971 -0.6 0.4 -0.5
S -2.488494 18.296278 -15.318908 1.9 0.6 -0.1
O -3.559851 17.898564 -16.146552 -0.5 -0.3 -0.5
O -2.670776 19.122486 -14.198249 -0.1 -0.1 0.5
O -1.548887 17.045109 -14.999226 -0.8 -0.5 0.8
H 0.048438 16.229002 -15.960032 0.0 0.2 0.2
H -1.503189 15.854794 -16.714149 -0.1 0.0 0.2
H -1.641197 17.832579 -17.879119 0.3 0.1 -0.2
H 0.095595 18.153786 -17.481695 0.0 0.1 0.0
C 0.901740 11.743155 -14.942448 0.5 0.7 0.6
C -0.191187 12.548872 -14.195184 0.5 -0.1 -0.4
O -1.151543 11.547178 -13.848940 -1.1 -0.3 1.8
S -0.492684 10.099803 -13.685338 0.4 0.0 -2.7
O -1.309391 9.025849 -14.094464 -1.1 0.2 -0.2
O 0.213833 9.897106 -12.481362 0.8 1.1 0.6
O 0.407809 10.423251 -15.008287 0.6 -1.0 0.5
H 1.818648 11.753634 -14.345972 0.0 0.0 -0.1
H 1.125696 12.135422 -15.930280 -0.2 -0.3 -0.2
H -0.733200 13.284370 -14.784791 0.1 -0.1 -0.1
H 0.263128 13.058516 -13.345808 -0.4 -0.1 0.3
C 5.143153 13.364672 -10.706613 -2.0 0.6 0.4
C 4.767129 12.333682 -9.632637 0.0 0.1 0.6
O 5.000859 11.048791 -10.209363 0.0 0.1 -0.1
S 4.754102 11.111986 -11.780912 0.7 0.4 0.3
O 3.387256 10.950579 -12.087001 -0.9 -0.1 -0.1
O 5.740741 10.331202 -12.414441 0.2 -0.2 -0.2
O 5.091449 12.668923 -11.948607 0.8 -0.1 -0.1
H 6.018964 13.983065 -10.536889 0.5 -0.6 -0.3
H 4.274623 14.033023 -10.737214 0.3 0.3 0.0
H 3.718949 12.449194 -9.347424 0.0 -0.2 -0.4
H 5.313946 12.409389 -8.695128 0.4 -0.1 -0.3
C 3.468525 15.375515 -13.098032 -0.1 -0.8 0.1
C 3.103530 16.063076 -14.430882 0.3 -0.1 0.4
O 2.186305 17.089742 -14.076923 0.0 0.2 -0.1
S 1.338054 16.596978 -12.808616 0.4 -0.4 -0.9
O 0.432275 15.606370 -13.260778 -0.4 -0.4 -0.2
O 0.946405 17.735556 -12.101515 -0.3 0.5 0.7
O 2.552540 15.858239 -12.107713 0.3 0.4 0.3
H 4.482044 15.567613 -12.754141 -0.1 0.3 0.0
H 3.333957 14.293935 -13.158829 0.1 0.0 -0.1
H 2.635119 15.349550 -15.108249 0.0 0.1 -0.1
H 3.983288 16.530214 -14.862205 -0.1 0.0 -0.3
C 1.042282 6.965132 -16.572820 0.0 1.2 0.3
C -0.448851 6.862958 -16.837281 0.2 -0.2 0.2
O -0.532677 5.666389 -17.655206 -0.1 0.0 0.0
S 0.855846 4.875927 -17.673674 -0.2 0.6 0.2
O 1.607820 5.259452 -18.811290 0.2 0.2 -0.4
O 0.628636 3.517493 -17.407824 -0.1 -0.8 0.4
O 1.456265 5.611399 -16.378542 0.0 -0.2 -0.6
H 1.333854 7.565305 -15.715379 -0.2 -0.3 0.2
H 1.512642 7.431098 -17.442435 0.3 -0.4 -0.1
H -0.836491 7.721274 -17.378410 0.0 -0.1 -0.2
H -1.021097 6.719143 -15.922574 -0.1 -0.2 -0.1
C -4.663324 10.036282 -12.542290 0.0 0.4 -0.5
C -5.380957 8.999884 -13.380136 -0.8 0.6 -0.3
O -5.829090 9.260664 -14.485364 0.2 -0.1 0.1
N -5.620286 7.808117 -12.779062 0.0 -0.3 0.3
C -5.075494 7.416921 -11.496259 0.6 -0.2 -0.1
H -5.164794 10.123811 -11.579094 0.5 -0.3 0.3
H -4.759596 11.022130 -12.994754 -0.1 -0.2 -0.4
H -3.596406 9.816389 -12.518762 0.0 -0.1 0.6
H -6.318134 7.225445 -13.211317 0.2 0.0 -0.2
H -5.114200 6.337617 -11.355636 -0.4 0.0 -0.1
H -5.563838 7.911637 -10.654691 0.1 0.0 0.1
H -3.999057 7.597912 -11.507758 -0.1 0.3 0.3
C -4.258272 14.600120 -15.164367 0.2 -0.7 -0.1
C -4.369971 14.870086 -13.682283 -0.6 0.9 -0.1
O -5.243058 15.588547 -13.224983 0.0 -0.1 -0.1
N -3.379117 14.375369 -12.903760 0.3 -0.3 0.1
C -3.150601 14.800673 -11.545614 -0.2 0.0 0.6
H -3.369660 13.981537 -15.320292 0.0 0.2 -0.4
H -4.215640 15.534848 -15.719670 0.3 0.1 0.2
H -5.108795 14.069343 -15.592972 -0.1 -0.1 0.4
H -2.734052 13.695339 -13.262110 0.0 0.1 -0.3
H -4.012055 15.335606 -11.153127 -0.1 0.0 -0.3
H -2.281268 15.452101 -11.458692 0.1 -0.1 -0.1
H -3.005937 13.931748 -10.902877 0.1 0.0 0.0
C -0.264191 12.367959 -10.321967 -0.3 -1.2 0.5
C 0.408009 13.634741 -9.884692 -0.2 -0.2 -1.0
O 0.151255 14.686985 -10.440198 0.1 0.3 0.4
N 1.339772 13.528527 -8.902793 0.3 0.4 0.4
C 1.972938 14.721019 -8.356065 0.4 -0.4 -0.1
H -1.316747 12.307554 -10.035303 0.0 0.5 0.3
H 0.188880 11.482512 -9.866746 0.1 0.0 -0.2
H -0.297943 12.221361 -11.394242 0.4 0.3 -0.1
H 1.701059 12.641328 -8.602760 -0.5 -0.1 0.0
H 1.332194 15.245894 -7.650621 -0.1 0.1 -0.2
H 2.281714 15.370558 -9.173857 -0.2 0.2 0.1
H 2.867182 14.414430 -7.810005 0.0 0.0 0.0
C -1.283721 7.844040 -9.652663 -0.9 0.6 0.8
C -1.515651 6.365772 -9.851826 1.4 -0.2 -0.8
O -1.843438 5.916513 -10.934514 -0.4 -0.1 0.0
N -1.191845 5.564273 -8.804285 -0.1 0.3 0.4
C -0.958105 4.133634 -8.935039 0.0 0.6 -0.7
H -0.732715 8.093087 -8.743584 -0.1 -0.2 0.1
H -2.286003 8.279451 -9.555662 0.1 0.2 0.1
H -0.810302 8.381805 -10.469314 0.1 -0.6 -0.4
H -0.829379 6.022868 -7.987179 0.0 -0.1 0.0
H -0.931595 3.706628 -7.940010 0.0 -0.3 -0.1
H -0.023499 3.974698 -9.481934 0.1 -0.2 0.3
H -1.717613 3.696352 -9.578975 -0.3 -0.1 0.3
```
Positions in Å, forces in eV/Å.

Energy relative to the best compared isomer or geometry (same formula, charge and spin) = 0.0 kJ/mol
HOMO level = -0.33815 Ha
Gap between HOMO and LUMO = 8.87 eV
LUMO level = -0.335 eV

***

(3)
Here is a structure of composition H10NaO5 from the Open Molecules 2025 dataset. Energies are from wB97M-V/def2-TZVPD.

```
16
Properties=species:S:1:pos:R:3:forces:R:3
Na -21.501349 6.047404 -6.401900 0.1 -0.1 -0.1
O -21.298462 4.599904 -8.321595 -0.1 0.0 0.0
H -21.656811 4.600670 -9.218250 0.1 0.0 0.1
H -20.796345 3.779598 -8.240439 0.0 0.1 -0.1
O -22.973174 4.340879 -5.616977 -0.2 0.3 -0.1
H -23.585376 4.445699 -4.875861 0.1 -0.2 -0.2
H -23.510696 4.080091 -6.378639 0.1 -0.1 0.2
O -19.537318 4.738683 -5.731104 -0.1 0.2 0.3
H -19.452251 3.790727 -5.566939 0.0 0.2 0.0
H -19.211934 5.162763 -4.924048 0.1 -0.2 -0.2
O -23.110269 7.570743 -7.403474 -0.2 -0.1 0.0
H -23.053715 8.288611 -8.047288 0.0 -0.1 0.1
H -24.039742 7.543116 -7.141960 0.1 0.0 -0.1
O -21.170772 7.990778 -4.961659 0.0 0.0 0.1
H -20.566695 8.739776 -4.878815 -0.1 -0.2 0.0
H -21.924137 8.215442 -4.400475 0.1 0.0 -0.1
```
Positions in Å, forces in eV/Å.

Energy relative to the best compared isomer or geometry (same formula, charge and spin) = 0.1 kJ/mol
Net charge = +1
HOMO level = -0.57029 Ha
Gap between HOMO and LUMO = 12.30 eV
LUMO level = -3.216 eV